Record 1
ORCA calculation (ωB97M-V with the def2-TZVPD basis set) on a structure of composition C28H44ClN6RuSSe.

Geometry as XYZ:
```
82
Properties=species:S:1:pos:R:3:forces:R:3
Ru -0.955889 0.278904 -0.422009 -3.0 0.8 0.0
C -2.664089 2.993504 -0.014709 -0.1 0.3 -0.4
C -3.551289 2.508304 -1.166209 0.4 0.3 0.6
N -3.025089 1.245304 -1.699809 1.2 -0.6 -0.4
C -4.054989 0.237604 -1.948609 -0.2 -0.3 0.0
C -4.548689 -0.447496 -0.673409 0.4 0.0 0.1
S -3.220689 -1.031296 0.450991 0.9 0.7 0.2
C -3.485789 -0.041996 1.966891 -0.2 -0.1 -0.4
C -3.548589 1.451904 1.692791 -0.1 -0.5 0.1
N -2.387889 1.897504 0.918391 1.6 -0.1 -0.1
H -1.701889 3.325004 -0.428609 -0.2 0.0 0.2
H -3.144289 3.847604 0.482391 0.1 -0.1 -0.1
H -4.573389 2.358604 -0.814309 0.0 -0.1 -0.1
H -3.597489 3.287304 -1.931909 0.0 -0.1 0.0
H -2.523589 1.427604 -2.569109 -0.3 0.0 0.1
H -4.934389 0.676604 -2.439809 0.1 0.0 0.0
H -3.646189 -0.513596 -2.625209 -0.1 0.1 0.1
H -5.184689 0.205604 -0.083309 -0.1 0.0 0.0
H -5.123189 -1.331496 -0.947209 -0.1 0.1 0.0
H -4.398289 -0.383696 2.454291 0.0 0.0 0.1
H -2.628889 -0.304696 2.589991 -0.1 0.0 0.0
H -4.456889 1.678304 1.135191 0.1 0.1 0.1
H -3.619489 1.982104 2.650791 0.0 0.0 -0.2
H -1.673689 2.206304 1.572791 -0.1 0.1 -0.1
Cl -2.035789 -1.422096 -6.143109 0.0 0.0 0.1
C -2.029589 -1.934896 -4.503109 -0.1 -0.1 0.4
C -2.688689 -3.096796 -4.105909 0.2 0.3 -0.1
C -2.639789 -3.448796 -2.768109 0.1 0.2 0.0
C -1.949089 -2.639796 -1.879909 -0.1 -0.2 0.0
N -1.349389 -1.508296 -2.249909 0.4 0.3 0.7
C -1.383889 -1.168496 -3.533009 0.1 0.1 -0.6
H -3.219489 -3.705396 -4.821909 0.0 0.0 -0.1
H -3.140889 -4.334396 -2.411709 0.0 -0.1 0.0
H -1.883489 -2.905396 -0.833909 0.0 0.0 0.0
H -0.874089 -0.256896 -3.827509 0.0 0.0 0.0
C 2.308211 3.798104 -1.417009 -0.4 0.7 -0.3
N 3.008311 2.571704 -1.138509 0.1 -0.9 0.0
C 4.293011 2.474704 -0.681509 0.4 -0.2 0.1
C 4.639611 1.162304 -0.717209 0.3 0.5 0.1
N 3.569411 0.466004 -1.198509 -0.4 1.0 0.1
C 3.547511 -0.942996 -1.480009 -0.2 -0.9 -0.2
C 2.565811 1.333804 -1.435909 -0.2 0.0 0.2
Se 0.889011 0.904604 -2.121609 -0.8 0.1 0.0
H 2.601911 4.566304 -0.703609 0.0 -0.1 0.0
H 1.229211 3.641804 -1.366409 0.2 -0.1 0.1
H 2.549011 4.139904 -2.425809 0.0 0.0 0.1
H 4.863611 3.330004 -0.380409 0.1 0.1 0.0
H 5.563211 0.684204 -0.454009 0.1 -0.1 0.0
H 4.533011 -1.361496 -1.285109 0.0 0.1 0.0
H 3.292811 -1.114296 -2.528609 0.0 0.1 0.1
H 2.807911 -1.445696 -0.855109 0.1 0.1 -0.1
C 4.108711 -3.023796 3.157191 0.1 0.0 0.1
C 2.973911 -2.625696 2.270691 -0.1 0.1 0.0
C 2.504611 -3.499096 1.289991 -0.2 0.2 -0.1
C 1.420811 -3.158496 0.468291 0.1 0.1 0.1
C 0.912211 -4.143996 -0.533809 0.0 -0.1 0.0
C 0.858111 -1.913396 0.610891 -0.1 -0.2 -0.1
C 1.350811 -0.947096 1.542191 0.0 -0.4 -0.2
C 2.391011 -1.380296 2.411191 0.0 0.0 0.0
N 0.802411 0.262204 1.436691 -0.8 -0.8 -1.1
C 1.077511 1.394304 2.295991 0.0 0.7 0.4
C 2.514911 1.588604 2.825691 -0.1 -0.2 0.0
C 0.764211 2.663204 1.473291 -0.1 -0.3 -0.1
C 0.148611 1.259504 3.523391 0.1 0.0 -0.3
H 4.420111 -4.042396 2.952491 0.1 -0.1 0.0
H 3.823111 -2.955396 4.204591 0.0 0.0 0.1
H 4.961211 -2.364196 3.005291 0.1 0.0 0.0
H 2.968811 -4.465796 1.168191 0.1 -0.1 0.0
H 1.690111 -4.851396 -0.808509 0.0 -0.1 -0.1
H 0.554911 -3.649396 -1.432709 0.0 0.0 -0.1
H 0.088511 -4.708696 -0.101909 -0.1 -0.1 0.0
H -0.000989 -1.608296 -0.010609 0.6 -0.5 0.3
H 2.751411 -0.750596 3.201491 0.1 0.1 0.0
H 3.253911 1.314004 2.073391 0.1 0.0 0.0
H 2.701111 1.039504 3.743191 0.1 -0.1 0.0
H 2.642511 2.639304 3.079091 0.0 0.1 -0.1
H 1.697411 3.104904 1.137891 0.0 0.1 -0.1
H 0.244611 3.403904 2.074291 0.0 0.2 0.1
H 0.175511 2.415604 0.580591 0.1 0.1 0.2
H 0.410511 0.362704 4.081391 0.0 -0.1 0.1
H -0.893989 1.175804 3.225691 -0.2 0.0 0.0
H 0.265311 2.123004 4.171591 0.0 0.1 0.1
```
Positions in Å, forces in eV/Å.

## Properties
<S²>: 0.8062
HOMO-LUMO gap (alpha / beta) (eV): 7.4 / 6.6
Net charge: +2
2S+1: 2
Molar mass (u): 712.252

Partial atomic charges computed with the Mulliken method, in multiples of e: Ru 0.40; C -0.45; C -1.12; N 0.10; C -0.72; C -0.88; S 0.11; C -0.58; C -1.15; N 0.48; H 0.09; H 0.41; H 0.39; H 0.46; H 0.31; H 0.42; H 0.08; H 0.48; H 0.65; H 0.56; H 0.31; H 0.40; H 0.43; H -0.13; Cl -0.18; C -0.24; C -0.40; C -1.44; C -0.58; N 1.33; C -0.70; H 0.49; H 0.51; H 0.75; H 0.31; C -0.77; N 0.36; C -0.55; C -0.52; N 0.41; C -1.12; C -0.33; Se -0.35; H 0.37; H 0.20; H 0.32; H 0.53; H 0.49; H 0.31; H 0.38; H 0.49; C -1.68; C 0.08; C -0.69; C 0.22; C -1.84; C 0.69; C 0.19; C -0.35; N 1.94; C 1.17; C -2.25; C -1.09; C -1.38; H 0.39; H 0.39; H 0.35; H 0.43; H 0.48; H 0.28; H 0.39; H -0.07; H 0.44; H 0.49; H 0.54; H 0.44; H 0.37; H 0.52; H -0.50; H 0.39; H 0.05; H 0.48

=====

Record 2
ORCA calculation (ωB97M-V with the def2-TZVPD basis set) on an isolated molecule of C4H10O2.

Geometry as XYZ:
```
16
Properties=species:S:1:pos:R:3:forces:R:3
C 0.568775 -1.567107 0.312791 0.0 0.0 0.0
C 0.286147 -0.067798 0.207140 -0.2 -0.2 -0.1
C -0.956014 0.334718 1.005438 -0.1 0.0 0.0
O 1.426766 0.590604 0.747403 0.0 0.3 0.0
C 0.124019 0.323462 -1.270050 0.1 -0.3 0.0
O -0.159100 1.704054 -1.435978 -0.2 0.1 0.0
H 0.070751 -2.125026 -0.488431 0.0 0.1 0.1
H 1.645223 -1.741644 0.238671 -0.1 0.0 -0.1
H 0.222441 -1.971596 1.268679 0.1 0.1 -0.1
H -1.791794 -0.353303 0.837156 0.1 0.1 0.0
H -0.710785 0.334697 2.071667 -0.1 -0.1 -0.1
H -1.275355 1.348257 0.736056 0.0 -0.1 0.1
H 1.248939 1.540509 0.710874 0.1 -0.1 -0.1
H 1.070626 0.135034 -1.787157 -0.1 0.0 0.1
H -0.653506 -0.298273 -1.738912 0.1 0.1 0.1
H -1.117133 1.813412 -1.415347 0.2 0.1 0.0
```
Positions in Å, forces in eV/Å.

## Properties
HOMO-LUMO gap (eV): 10.7
SMILES: CC(C)(O)CO
2S+1: 1
Molar mass (u): 90.122

Partial atomic charges computed with the Mulliken method, in multiples of e: C -1.61; C 1.79; C -1.76; O -0.60; C -0.93; O -0.53; H 0.35; H 0.38; H 0.37; H 0.33; H 0.38; H 0.46; H 0.33; H 0.34; H 0.37; H 0.32